{
  "formula": "C87H186N10O11",
  "method": "ωB97M-V/def2-TZVPD",
  "e_above_lowest_ev": 6.870,
  "gap_ha": 0.2919,
  "e_lumo_ev": 0.28,
  "largest_force_ev_per_a": 3.606,
  "e_homo_ev": -7.7,
  "elements": ["C", "C", "C", "C", "C", "C", "C", "C", "C", "N", "O", "H", "H", "H", "H", "H", "H", "H", "H", "H", "H", "H", "H", "H", "H", "H", "H", "H", "H", "H", "C", "C", "C", "C", "C", "C", "C", "C", "C", "N", "O", "H", "H", "H", "H", "H", "H", "H", "H", "H", "H", "H", "H", "H", "H", "H", "H", "H", "H", "H", "C", "C", "C", "C", "C", "C", "C", "C", "C", "N", "O", "H", "H", "H", "H", "H", "H", "H", "H", "H", "H", "H", "H", "H", "H", "H", "H", "H", "H", "H", "C", "C", "C", "C", "C", "C", "C", "C", "C", "N", "O", "H", "H", "H", "H", "H", "H", "H", "H", "H", "H", "H", "H", "H", "H", "H", "H", "H", "H", "H", "C", "C", "C", "C", "C", "C", "C", "C", "C", "N", "O", "H", "H", "H", "H", "H", "H", "H", "H", "H", "H", "H", "H", "H", "H", "H", "H", "H", "H", "H", "C", "C", "C", "C", "C", "C", "C", "C", "C", "N", "O", "H", "H", "H", "H", "H", "H", "H", "H", "H", "H", "H", "H", "H", "H", "H", "H", "H", "H", "H", "C", "C", "C", "C", "C", "C", "C", "C", "C", "N", "O", "H", "H", "H", "H", "H", "H", "H", "H", "H", "H", "H", "H", "H", "H", "H", "H", "H", "H", "H", "C", "C", "C", "C", "C", "C", "C", "C", "C", "N", "O", "H", "H", "H", "H", "H", "H", "H", "H", "H", "H", "H", "H", "H", "H", "H", "H", "H", "H", "H", "C", "C", "C", "C", "C", "C", "C", "C", "C", "N", "O", "H", "H", "H", "H", "H", "H", "H", "H", "H", "H", "H", "H", "H", "H", "H", "H", "H", "H", "H", "C", "O", "C", "C", "N", "C", "C", "O", "C", "H", "H", "H", "H", "H", "H", "H", "H", "H", "H", "H", "H", "H", "H", "H"],
  "xyz": [[6.98, 4.21, -4.88], [7.05, 5.49, -5.80], [6.00, 5.35, -6.98], [6.73, 6.77, -5.01], [7.81, 7.26, -4.02], [9.16, 7.47, -4.77], [9.58, 6.22, -5.58], [10.68, 6.71, -6.57], [10.23, 5.16, -4.61], [8.45, 5.63, -6.36], [8.88, 4.44, -7.01], [6.27, 4.39, -4.07], [6.65, 3.29, -5.36], [7.94, 3.98, -4.42], [6.21, 4.44, -7.53], [5.04, 5.24, -6.47], [6.08, 6.26, -7.59], [6.56, 7.60, -5.69], [5.85, 6.63, -4.37], [7.40, 8.13, -3.52], [7.92, 6.53, -3.21], [9.91, 7.73, -4.03], [9.12, 8.37, -5.39], [10.35, 7.67, -6.97], [11.01, 6.00, -7.33], [11.59, 7.01, -6.04], [11.15, 5.46, -4.12], [10.36, 4.17, -5.05], [9.52, 4.92, -3.81], [8.54, 4.53, -7.90], [1.43, -5.26, -12.28], [1.62, -4.85, -10.81], [0.33, -4.07, -10.31], [1.88, -6.07, -9.91], [3.18, -6.78, -10.17], [4.27, -5.77, -9.84], [4.28, -4.43, -10.55], [5.14, -3.47, -9.72], [4.87, -4.64, -12.04], [2.84, -3.93, -10.70], [2.65, -2.60, -11.05], [1.25, -4.29, -12.75], [2.32, -5.73, -12.70], [0.60, -5.94, -12.43], [0.36, -3.86, -9.24], [0.08, -3.20, -10.92], [-0.55, -4.66, -10.55], [1.90, -5.85, -8.84], [1.06, -6.79, -10.06], [3.22, -7.66, -9.53], [3.23, -7.14, -11.20], [5.21, -6.23, -10.15], [4.41, -5.79, -8.76], [6.16, -3.83, -9.72], [4.90, -3.39, -8.66], [5.17, -2.54, -10.29], [4.85, -3.70, -12.58], [4.27, -5.40, -12.56], [5.89, -4.98, -11.88], [2.64, -2.13, -10.21], [-11.22, 1.75, -5.21], [-10.30, 1.41, -4.05], [-10.08, 2.67, -3.12], [-11.02, 0.38, -3.07], [-11.18, -1.01, -3.60], [-9.76, -1.58, -3.86], [-8.94, -0.67, -4.84], [-7.52, -1.19, -4.72], [-9.38, -0.81, -6.22], [-9.05, 0.73, -4.41], [-8.10, 1.60, -4.91], [-10.62, 2.38, -5.87], [-11.48, 0.94, -5.89], [-12.12, 2.25, -4.84], [-9.80, 3.54, -3.71], [-10.92, 3.05, -2.55], [-9.31, 2.40, -2.39], [-10.48, 0.33, -2.13], [-11.92, 0.89, -2.73], [-11.76, -1.65, -2.93], [-11.74, -1.05, -4.54], [-9.96, -2.54, -4.33], [-9.15, -1.86, -3.01], [-6.81, -0.54, -5.22], [-7.31, -2.15, -5.19], [-7.21, -1.09, -3.68], [-8.90, -0.05, -6.84], [-10.45, -0.60, -6.31], [-9.28, -1.79, -6.69], [-7.58, 1.89, -4.15], [2.73, -6.17, 9.43], [3.45, -6.83, 8.20], [2.39, -7.17, 7.12], [4.41, -5.76, 7.50], [5.79, -5.55, 8.17], [6.42, -6.96, 8.28], [5.56, -7.94, 9.20], [6.24, -9.40, 9.11], [5.55, -7.54, 10.70], [4.26, -7.99, 8.55], [3.51, -9.12, 8.88], [1.87, -5.55, 9.16], [2.31, -7.01, 9.98], [3.32, -5.61, 10.15], [1.77, -6.38, 6.70], [2.87, -7.72, 6.30], [1.68, -7.94, 7.43], [4.41, -5.84, 6.41], [3.94, -4.84, 7.85], [6.35, -4.76, 7.69], [5.77, -5.02, 9.13], [7.38, -6.85, 8.79], [6.66, -7.37, 7.30], [6.27, -9.75, 8.08], [5.62, -10.10, 9.66], [7.27, -9.51, 9.46], [5.35, -6.50, 10.98], [6.44, -7.89, 11.22], [4.75, -8.03, 11.26], [3.51, -9.49, 7.99], [2.45, 4.23, 3.92], [3.54, 5.34, 3.85], [3.28, 6.20, 2.61], [3.47, 6.20, 5.13], [3.90, 5.54, 6.48], [5.36, 5.17, 6.32], [5.71, 4.42, 5.05], [7.22, 4.56, 4.97], [5.51, 2.95, 5.33], [4.99, 4.85, 3.83], [5.32, 4.16, 2.65], [1.46, 4.68, 3.99], [2.48, 3.67, 2.98], [2.53, 3.59, 4.80], [3.98, 7.03, 2.66], [3.52, 5.63, 1.71], [2.27, 6.56, 2.48], [3.94, 7.17, 5.02], [2.41, 6.45, 5.15], [3.79, 6.13, 7.39], [3.27, 4.67, 6.67], [5.60, 4.63, 7.24], [6.00, 6.05, 6.43], [7.62, 5.55, 4.77], [7.56, 3.97, 4.12], [7.81, 4.15, 5.79], [5.66, 2.63, 6.35], [6.18, 2.26, 4.82], [4.50, 2.59, 5.13], [5.76, 4.87, 2.17], [-7.15, 12.34, 1.33], [-8.66, 12.19, 1.70], [-9.63, 12.62, 0.50], [-8.81, 10.69, 1.94], [-10.06, 10.28, 2.72], [-10.10, 11.02, 4.02], [-10.12, 12.57, 3.78], [-11.48, 13.06, 3.20], [-9.98, 13.19, 5.20], [-8.89, 12.87, 2.99], [-8.77, 14.24, 2.89], [-6.49, 12.09, 2.17], [-6.87, 11.78, 0.44], [-6.90, 13.38, 1.11], [-10.46, 11.95, 0.27], [-10.16, 13.56, 0.64], [-9.06, 12.78, -0.42], [-8.89, 10.23, 0.96], [-7.95, 10.33, 2.51], [-10.99, 10.36, 2.15], [-9.99, 9.22, 2.93], [-9.38, 10.68, 4.76], [-11.12, 10.86, 4.36], [-12.27, 13.18, 3.93], [-11.83, 12.38, 2.42], [-11.29, 13.97, 2.64], [-10.90, 13.02, 5.76], [-9.85, 14.27, 5.12], [-9.14, 12.86, 5.81], [-8.02, 14.37, 3.48], [-5.46, -1.09, 6.10], [-6.30, -0.07, 5.29], [-5.47, 0.40, 4.03], [-7.61, -0.65, 4.75], [-8.74, -0.82, 5.75], [-9.05, 0.63, 6.15], [-7.86, 1.34, 6.78], [-8.15, 2.88, 6.79], [-7.77, 0.72, 8.23], [-6.60, 1.17, 6.04], [-5.55, 1.64, 6.76], [-4.42, -0.82, 6.32], [-5.75, -1.20, 7.14], [-5.51, -2.10, 5.69], [-4.61, 0.98, 4.37], [-4.96, -0.41, 3.51], [-5.99, 1.04, 3.33], [-7.88, -0.11, 3.84], [-7.42, -1.70, 4.51], [-9.59, -1.21, 5.19], [-8.38, -1.46, 6.56], [-9.94, 0.62, 6.77], [-9.38, 1.21, 5.29], [-7.99, 3.41, 5.85], [-7.51, 3.36, 7.52], [-9.13, 3.19, 7.14], [-8.78, 0.65, 8.63], [-7.16, 1.38, 8.85], [-7.25, -0.24, 8.20], [-5.01, 2.20, 6.21], [-6.06, -10.51, 1.61], [-5.70, -9.71, 0.38], [-6.95, -8.94, -0.18], [-4.69, -8.56, 0.84], [-3.91, -7.88, -0.29], [-3.19, -8.94, -1.11], [-4.16, -10.06, -1.73], [-4.91, -9.43, -2.95], [-3.28, -11.18, -2.24], [-5.12, -10.60, -0.63], [-6.09, -11.44, -1.15], [-5.14, -11.00, 1.92], [-6.41, -9.87, 2.42], [-6.89, -11.18, 1.38], [-7.62, -8.47, 0.54], [-6.70, -8.04, -0.75], [-7.59, -9.53, -0.83], [-5.36, -7.89, 1.37], [-3.96, -8.88, 1.57], [-4.55, -7.31, -0.96], [-3.31, -7.09, 0.16], [-2.34, -9.28, -0.51], [-2.62, -8.45, -1.90], [-5.55, -10.16, -3.45], [-4.26, -8.84, -3.58], [-5.52, -8.63, -2.52], [-2.73, -11.60, -1.41], [-2.58, -10.72, -2.94], [-3.85, -11.95, -2.76], [-5.70, -12.27, -0.86], [11.06, -3.08, -1.60], [10.73, -3.03, -0.11], [9.94, -1.74, 0.19], [9.84, -4.25, 0.25], [9.72, -4.55, 1.75], [11.13, -4.68, 2.34], [12.03, -3.40, 2.12], [11.63, -2.24, 3.12], [13.49, -3.87, 2.47], [12.01, -3.09, 0.67], [12.83, -1.94, 0.40], [10.19, -3.16, -2.26], [11.50, -2.11, -1.83], [11.78, -3.87, -1.81], [10.37, -0.79, -0.12], [9.05, -1.68, -0.44], [9.54, -1.82, 1.20], [8.81, -4.05, -0.05], [10.16, -5.15, -0.27], [9.22, -3.82, 2.37], [9.12, -5.42, 2.00], [11.56, -5.53, 1.81], [10.90, -4.90, 3.38], [11.83, -2.69, 4.09], [10.57, -1.97, 3.04], [12.17, -1.32, 2.88], [13.45, -4.23, 3.50], [14.19, -3.04, 2.38], [13.84, -4.76, 1.94], [13.63, -2.19, -0.07], [-2.42, 4.23, -1.78], [-2.15, 3.16, -2.60], [-1.47, 3.30, -3.83], [-0.88, 2.05, -4.41], [0.20, 1.57, -3.59], [0.34, 0.09, -3.60], [1.05, -0.36, -2.28], [0.29, -0.19, -1.06], [1.08, -0.53, 0.08], [-3.08, 4.98, -2.22], [-1.50, 4.78, -1.63], [-2.85, 3.81, -0.87], [-0.83, 4.18, -3.71], [-2.18, 3.56, -4.62], [-0.51, 2.18, -5.43], [-1.74, 1.41, -4.59], [0.08, 1.99, -2.68], [0.88, -0.19, -4.50], [-0.64, -0.37, -3.70], [1.94, 0.25, -2.12], [1.29, -1.42, -2.31], [0.76, 0.05, 0.94], [2.16, -0.47, -0.04], [1.00, -1.59, 0.32]]
}